This record from OMol25 describes 3 unconnected molecules or ions with the total composition C24H29ClF12NO11S at a distorted geometry. The level of theory is ωB97M-V/def2-TZVPD.

Results
Energy (Eh): -3870.8442
Frontier orbital gap (eV): 7.8
Charge: +1
Lowest unoccupied orbital energy (eV): -4.8

```
79
Properties=species:S:1:pos:R:3:forces:R:3
O -5.56255 5.42744 2.42940 0.0 0.0 -0.4
H -6.05361 1.91354 0.82954 0.1 -0.2 0.1
C -7.85223 0.76671 -0.55531 0.3 0.2 0.0
H -6.22828 3.81660 0.02775 0.1 0.1 -0.1
H 5.27033 -3.81996 2.98311 0.1 0.2 -0.1
F 6.89910 -6.11635 2.39503 0.2 0.0 -0.1
H 1.08958 0.73898 0.81859 0.0 0.0 -0.2
C -2.15886 2.05933 -1.52983 -0.2 -1.5 0.1
C -4.18885 3.45545 -0.30836 -1.1 1.3 0.7
O 4.79484 -2.36445 1.64341 0.1 0.3 -0.1
C -5.30188 4.13196 1.93257 -0.1 0.8 0.2
N -3.13089 4.09734 -0.84693 0.1 -0.9 -0.2
H 8.79834 -7.83648 -2.37062 0.1 0.1 0.0
H 10.06746 -6.17279 -0.99902 -0.2 0.1 0.1
H 10.49235 -8.31991 -2.15758 0.0 0.0 0.0
F -4.10033 3.87874 3.90485 0.0 0.0 0.0
H -0.48743 0.57008 0.09546 -0.1 0.2 -0.1
C 6.70212 -7.16414 1.57649 -0.7 0.1 0.3
C -4.13310 6.45310 -2.14367 -0.7 0.6 0.2
C -5.28445 4.23349 0.38700 -0.3 -0.4 -0.1
O -1.63230 6.18417 -1.27272 0.4 -1.4 -1.2
H -5.32153 5.28753 0.12768 0.2 -0.1 0.2
F 4.93145 0.49409 1.28822 -0.2 -0.1 0.2
H 10.43712 -7.41092 0.18858 -0.2 -0.1 0.1
F 5.37610 -0.74879 -0.40643 -0.1 -0.2 0.0
H -4.37737 -0.19280 -2.74928 0.3 0.3 -0.3
S -2.92977 5.81094 -0.84392 1.1 3.4 0.9
H -5.03792 0.43609 0.64199 -0.3 0.2 0.4
F -3.85125 2.30471 2.48534 0.2 -0.1 -0.6
C -5.46239 1.31185 0.14960 0.3 0.0 -1.2
C 9.71106 -7.10399 -0.56353 0.5 -0.1 -0.4
H 4.74614 -4.88497 0.78674 0.1 0.0 0.1
F -2.90579 4.25628 2.16776 0.2 -0.2 -0.5
H 1.85980 1.81704 -0.99950 -0.1 -0.1 -0.2
H -8.26959 1.74176 -0.81346 -0.1 -0.1 0.2
C 9.54701 -8.15238 -1.64302 -0.3 -0.2 0.1
H 0.68544 1.16294 -2.76972 -0.3 -0.2 0.1
C 3.81994 -1.60116 1.18859 0.0 -0.6 0.4
H -6.12705 3.50718 2.28697 0.4 -0.5 -0.2
H 0.07455 2.77722 -2.80486 -0.2 0.1 0.2
O 2.64643 -1.77680 1.34782 -0.1 0.3 -0.2
C -4.27935 2.09277 -0.40255 -0.2 -1.2 0.4
H -6.05665 -0.24927 -1.23491 0.0 0.1 -0.4
C -6.38195 0.76300 -0.99989 -0.4 0.4 0.9
H -1.31697 3.96669 -1.85312 -0.1 0.2 0.2
O 0.85046 3.52824 -0.57760 -0.5 -0.4 0.3
C 4.40580 -0.39762 0.44075 0.5 0.6 -0.5
C 0.81905 2.11458 -0.84390 0.3 -0.1 -0.5
F -4.75567 7.47491 -1.58355 0.0 -0.2 0.3
C 8.02831 -7.65236 0.97928 0.6 0.0 -0.4
H 3.74181 -5.54729 2.08495 0.1 0.0 0.0
C -4.00077 3.63398 2.58466 -0.7 0.2 1.4
F -3.46662 6.91444 -3.16923 0.2 -0.6 -0.4
C 3.96447 -4.65484 1.50177 -0.2 0.3 -0.3
O -3.60966 -0.63573 -2.35614 -0.1 0.0 0.5
Cl -6.25695 1.82086 -2.46735 0.1 -0.5 -0.1
H 3.07514 -4.38506 0.93116 -0.1 0.0 0.1
H -7.90638 0.65220 0.52930 -0.1 -0.2 -0.1
O -3.29189 6.40958 0.38409 -1.2 -1.0 0.5
H -6.01814 5.34391 3.27346 0.1 0.1 0.1
C -2.14198 3.40468 -1.44272 1.2 1.2 -0.6
F 6.10187 -8.11169 2.28730 0.2 -0.1 -0.1
O 8.59429 -8.64285 1.32928 -0.2 -0.1 0.2
C 0.09599 1.87276 -2.18880 0.7 -0.6 -0.2
O 8.44852 -6.79448 0.05922 -0.2 0.2 0.2
H -0.04416 2.01837 1.09455 -0.3 -0.2 -0.1
H 1.35796 3.90854 -1.30232 0.1 0.3 0.2
H 9.21033 -9.09994 -1.22340 0.1 0.0 0.0
F -5.03751 5.54068 -2.47916 0.3 -0.3 -0.3
O -1.21830 1.28868 -2.08140 0.3 0.6 -0.1
H 3.61552 -3.25402 3.11937 -0.1 0.2 -0.2
H -8.44846 0.00173 -1.04840 0.1 0.0 0.0
C 4.39603 -3.52270 2.40811 -0.1 -0.7 0.3
F 5.84001 -6.76788 0.62780 0.3 -0.3 -0.2
C -3.26381 1.38689 -1.01584 -0.1 -0.2 -0.4
O -3.05431 -0.80280 -0.18519 0.0 0.8 -1.2
C -3.29703 -0.12014 -1.15172 -0.2 -0.9 1.2
F 3.46416 0.23489 -0.27206 -0.2 -0.1 0.1
C 0.28510 1.29760 0.33948 0.4 0.7 0.4
```
Positions in Å, forces in eV/Å.